Entry from the Open Molecules 2025 dataset: C5H4MnN2O4S as an isolated structure (the ωB97M-V functional and the def2-TZVPD basis).

Positions of all 17 atoms, in Å:
Mn (-0.194169, 1.140104, -1.234956)
O (-1.107647, -1.094279, -3.059477)
C (-0.758068, -0.220053, -2.371623)
C (-1.429646, 2.042422, -0.195751)
O (-2.201945, 2.588993, 0.485902)
C (1.603097, 1.556473, -1.118319)
O (2.740491, 1.797856, -1.017265)
C (-0.407634, 2.364251, -2.579442)
O (-0.542666, 3.145282, -3.431884)
N (0.860341, -1.024056, 2.653236)
C (0.242976, -1.408382, 1.536193)
N (-0.227874, -2.640704, 1.343281)
S (0.051322, -0.297000, 0.320223)
H (1.001868, -1.649555, 3.411439)
H (1.188193, -0.090723, 2.734854)
H (-0.678416, -2.864389, 0.487500)
H (-0.140223, -3.346239, 2.036089)

Atomic forces in eV per Å
0.240 -1.842 1.995
1.869 4.677 3.685
-3.032 -7.260 -6.236
-6.760 4.889 5.632
4.126 -2.898 -3.656
9.953 2.277 0.561
-6.160 -1.288 -0.553
-1.091 6.402 -6.897
0.726 -4.219 4.585
-1.064 -0.282 -2.191
0.544 -3.124 3.432
0.704 2.367 -0.079
-0.279 1.590 -1.711
0.200 -0.698 0.937
0.406 0.800 0.365
-0.458 -0.496 -0.670
0.077 -0.894 0.802

Output
⟨S²⟩ ... 6.066
E_tot ... -58538.41038 eV
E_LUMO (spin up / spin down) ... -14.9 / -16.6 eV
Gap between HOMO and LUMO (spin up / spin down) ... 8.51 / 6.54 eV
2S+1 ... 5
Net charge ... +3



Entry from the Open Molecules 2025 dataset: an isolated ion of composition C5H4N and charge +1 (the ωB97M-V functional and the def2-TZVPD basis).

Positions of all 10 atoms, in Å:
C (1.534440, -0.595777, -0.161384)
C (2.300858, 0.689495, 0.202263)
C (0.491326, -1.286326, -0.192002)
C (-0.848357, -0.751730, 0.174070)
C (-0.422870, 0.689169, -0.152171)
N (1.079546, 0.829536, -0.055838)
H (-1.698216, -1.211569, -0.279730)
H (-0.950048, -0.698156, 1.229364)
H (-0.591577, 0.953602, -1.237796)
H (-0.895105, 1.381755, 0.473221)

Atomic forces in eV per Å
0.055 -1.833 0.338
0.045 0.453 -0.099
1.488 1.583 -0.356
1.219 -0.016 0.620
-1.390 0.868 -3.210
0.021 -1.495 0.192
-0.525 0.286 -0.630
-0.361 -0.894 1.180
-0.071 -0.278 1.172
-0.482 1.325 0.794

Output
Energy relative to the best compared isomer or geometry (same formula, charge and spin) ... 116.2 kcal/mol
E_tot ... -6723.29942 eV
E_LUMO (spin up / spin down) ... -7.9 / -7.9 eV
Gap between HOMO and LUMO (spin up / spin down) ... 8.17 / 8.17 eV
Net charge ... +1



Entry from the Open Molecules 2025 dataset: an isolated molecule of C5H4N2 (the ωB97M-V functional and the def2-TZVPD basis).

Positions of all 11 atoms, in Å:
C (2.300632, 0.709515, 0.265537)
C (1.297890, 0.116320, -0.042502)
C (0.158470, -0.693399, -0.422074)
N (-0.730981, -1.307155, 0.586285)
C (-1.286048, -0.302311, -0.273410)
C (-1.629280, 1.027739, 0.258325)
N (-1.133055, 2.008643, -0.099585)
H (3.174348, 1.261727, 0.545056)
H (0.369163, -1.377220, -1.241651)
H (-0.543798, -0.872843, 1.487628)
H (-1.977339, -0.571018, -1.063606)

Atomic forces in eV per Å
-0.480 -0.169 -0.103
0.156 0.211 0.203
-0.037 -0.069 -0.080
0.018 -0.485 0.312
-0.290 -0.517 0.109
1.833 0.167 -1.631
-0.956 1.554 1.047
-0.235 -0.151 -0.089
-0.042 0.125 0.077
0.040 -0.197 -0.016
-0.007 -0.469 0.172

Output
Energy relative to the best compared isomer or geometry (same formula, charge and spin) ... 97.0 kcal/mol
E_tot ... -8225.28632 eV
SMILES ... C#C[C@H]1N[C@H]1C#N
E_LUMO ... 0.0 eV
Gap between HOMO and LUMO ... 9.72 eV



Entry from the Open Molecules 2025 dataset: an isolated molecule of C5H4N2 (the ωB97M-V functional and the def2-TZVPD basis).

Positions of all 11 atoms, in Å:
N (-1.043108, 3.154366, -0.618632)
C (-0.977401, 1.985851, -0.451881)
C (-0.470049, 0.637089, -0.239355)
C (-0.435054, -0.513365, -0.893694)
C (0.312539, -1.557560, -0.292189)
C (0.921348, -0.894565, 0.782574)
N (0.364524, 0.398541, 0.891881)
H (-1.330690, -0.522893, -1.661294)
H (0.424581, -2.542132, -0.597284)
H (1.571222, -1.170276, 1.545822)
H (0.662089, 1.024944, 1.534053)

Atomic forces in eV per Å
-0.337 -3.535 0.577
0.919 2.257 -0.621
1.890 1.720 3.612
-4.713 -1.635 -4.110
0.709 3.579 1.538
-2.794 1.565 -1.154
-0.352 -3.375 -3.359
2.430 -0.838 0.904
0.219 -1.415 -0.501
1.019 -0.751 0.957
1.011 2.429 2.156

Output
Energy relative to the best compared isomer or geometry (same formula, charge and spin) ... 26.1 kcal/mol
E_tot ... -8228.36128 eV
SMILES ... N#Cc1ccc[nH]1
E_LUMO ... 0.8 eV
Gap between HOMO and LUMO ... 9.95 eV



Entry from the Open Molecules 2025 dataset: an isolated molecule of C5H4N2 (the ωB97M-V functional and the def2-TZVPD basis).

Positions of all 11 atoms, in Å:
C (2.669017, -0.733686, 0.182791)
C (1.562878, -0.263226, 0.252449)
C (0.250341, 0.316567, 0.209798)
C (-0.472077, 1.316248, -0.519468)
N (-1.721266, 0.953581, -0.711900)
N (-1.982758, -0.192188, -0.116330)
C (-0.531485, -0.714940, 0.576785)
H (3.642077, -1.142540, 0.036140)
H (-0.119392, 2.251800, -0.930223)
H (-2.950922, -0.441950, -0.446685)
H (-0.346415, -1.349666, 1.466646)

Atomic forces in eV per Å
-0.322 0.147 -0.112
1.550 1.678 -0.087
0.304 -1.309 -0.330
0.167 -0.186 -0.374
0.952 0.173 0.423
1.697 -0.377 1.086
-5.218 1.176 -0.852
-0.115 -0.047 0.172
0.122 -0.224 0.030
1.652 -0.914 1.315
-0.789 -0.118 -1.269

Output
Energy relative to the best compared isomer or geometry (same formula, charge and spin) ... 103.6 kcal/mol
E_tot ... -8225.00267 eV
SMILES ... C#Cc1cn[nH]c1
E_LUMO ... 0.9 eV
Gap between HOMO and LUMO ... 10.07 eV



Entry from the Open Molecules 2025 dataset: an isolated molecule of C5H4N2 (the ωB97M-V functional and the def2-TZVPD basis).

Positions of all 11 atoms, in Å:
C (2.767611, 0.488694, -0.118006)
C (1.636045, 0.271601, 0.242945)
C (0.256495, 0.026307, 0.325994)
C (-0.452380, -1.107783, -0.010445)
C (-1.784097, -0.666405, -0.071343)
N (-1.892776, 0.633110, 0.191668)
N (-0.646866, 1.033282, 0.425227)
H (3.251929, 0.635241, -1.048949)
H (-0.028711, -2.078373, -0.226773)
H (-2.668271, -1.242747, -0.299680)
H (-0.438980, 2.007075, 0.589357)

Atomic forces in eV per Å
-0.882 -0.143 -0.323
0.400 0.079 -0.161
-0.237 -0.028 -0.014
-0.047 0.016 0.109
-0.199 -0.035 0.020
-0.006 -0.234 -0.009
0.037 0.083 0.138
1.164 0.207 0.087
-0.167 0.142 0.108
0.045 0.078 0.022
-0.107 -0.165 0.022

Output
Energy relative to the best compared isomer or geometry (same formula, charge and spin) ... 56.9 kcal/mol
E_tot ... -8227.02601 eV
SMILES ... C#Cc1ccn[nH]1
E_LUMO ... 0.5 eV
Gap between HOMO and LUMO ... 9.66 eV



Q: Which value of E_tot does entry 6 give?
A: -8227.02601 eV



Q: Number 2 is which compound?
A: C5H4N



Q: Which of these has the lowest E_tot?
A: C5H4MnN2O4S